No. 1
{"formula": "C33H48BrClN7O5PS", "method": "ωB97M-V with the def2-TZVPD basis set", "fmax_ev_per_a": 1.97, "smiles": "CCOCCO[C@@](C)(Br)[C@](Cl)(N=C=S)N(CCOC(C)=O)P(C)O.c1cc[nH]c1.c1cc[nH]c1.c1cc[nH]c1.c1cc[nH]c1.c1cc[nH]c1", "lumo_energy_ev": -0.083, "spin_multiplicity": 1, "e_homo_ev": -8.10, "symbols": ["Br", "Cl", "S", "P", "O", "O", "O", "O", "O", "N", "N", "N", "N", "N", "N", "N", "C", "C", "C", "C", "C", "C", "C", "C", "C", "C", "C", "C", "C", "C", "C", "C", "C", "C", "C", "C", "C", "C", "C", "C", "C", "C", "C", "C", "C", "C", "C", "C", "C", "H", "H", "H", "H", "H", "H", "H", "H", "H", "H", "H", "H", "H", "H", "H", "H", "H", "H", "H", "H", "H", "H", "H", "H", "H", "H", "H", "H", "H", "H", "H", "H", "H", "H", "H", "H", "H", "H", "H", "H", "H", "H", "H", "H", "H", "H", "H", "H"], "xyz": [[-4.49210, 3.80361, 1.87313], [-4.38182, 4.33102, -1.23259], [-5.30719, -0.80740, -2.16695], [-2.42437, 2.28503, -2.57639], [-4.69809, 1.07629, 1.07655], [-5.92434, -1.18614, 2.41640], [-1.45939, 0.99261, -2.91633], [1.93750, 1.58546, -1.54187], [0.21789, 2.14410, -0.22596], [7.73466, -6.86917, -5.38857], [-4.21097, 7.58623, -1.43621], [5.90993, -0.63978, 0.57285], [8.62684, -6.38212, -1.70804], [-3.07918, 1.93110, -0.93867], [-4.60938, -0.03381, 7.96602], [-5.26275, 1.95330, -1.82478], [6.48250, -0.79463, -1.55807], [6.42253, -7.02547, -5.74956], [-5.30704, 0.73534, -1.96936], [-2.17114, 2.23680, 0.18685], [-1.16012, 3.58900, -2.38385], [-4.36048, 2.54518, -0.81467], [-2.66126, 0.52817, 7.08258], [6.91441, -1.56779, 0.50914], [-4.68129, -0.62729, 2.72685], [-2.88102, 7.82207, -1.64654], [1.34258, 1.40902, -0.49570], [-2.66153, 9.16375, -1.48359], [5.64285, -0.16187, -0.68252], [9.59522, -7.03690, -0.99520], [-3.25771, -0.22292, 8.05884], [-5.90291, -2.05937, 1.29089], [7.16069, -5.02585, -6.46720], [-3.69613, 1.19568, 6.37186], [9.55305, -6.57335, 0.29158], [8.19237, -5.65301, -5.82522], [-3.91049, 9.75968, -1.15913], [-5.24181, -3.39231, 1.56327], [-4.88592, 0.82625, 6.93972], [7.97018, -5.50197, -0.89339], [6.03744, -5.89715, -6.41937], [7.29001, -1.68783, -0.80118], [-0.92839, 1.36490, 0.13369], [-5.02393, 2.33947, 0.60661], [1.82681, 0.41274, 0.51178], [-4.84541, 8.75942, -1.13664], [-4.66331, 0.86712, 2.48215], [-6.53958, 2.46838, 0.52233], [8.52009, -5.59813, 0.35621], [9.20653, -5.34252, -5.64144], [-5.35156, -1.56436, 0.49701], [-4.09934, 10.80180, -0.96464], [-3.74076, 1.23625, 2.91756], [-5.52960, 1.28128, 2.98473], [7.17222, -4.88610, -1.27160], [-3.57895, 1.86929, 5.53878], [1.03484, -0.15511, 0.98425], [10.19086, -6.89540, 1.09716], [-6.80740, 3.30499, -0.11014], [-4.65183, 6.68600, -1.49373], [-4.21703, -3.24402, 1.88175], [-6.95888, 2.66407, 1.49741], [6.51564, -0.63591, -2.62244], [7.20385, -4.05100, -6.92194], [7.27325, -2.05961, 1.39668], [-1.60246, 0.59316, 6.89774], [-5.90203, 8.78185, -0.93382], [10.22754, -7.77213, -1.46233], [8.27759, -7.54470, -4.88527], [-1.18689, 4.13301, -3.32149], [-5.18570, -3.92807, 0.62086], [-6.93132, -2.18699, 0.98077], [-4.44040, -0.76155, 3.77872], [-1.47224, 4.28629, -1.61893], [-5.89943, 1.10058, 6.70335], [8.05881, -2.34220, -1.17668], [8.42358, -6.51940, -2.67997], [-0.76080, 0.95145, 1.12420], [-5.77119, -3.99897, 2.28595], [4.88222, 0.58384, -0.84378], [8.21732, -5.03234, 1.22090], [-5.29368, -0.46024, 8.56112], [-1.98989, 0.20159, -2.77905], [5.88100, -7.92094, -5.49901], [-1.89507, 3.28509, 0.25012], [2.37284, 0.87951, 1.32487], [-1.71276, 9.66286, -1.58481], [-2.83889, -0.87213, 8.80782], [5.05956, -5.71401, -6.83073], [-2.63422, 1.99906, 1.13149], [-6.93212, 1.55978, 0.08753], [-0.15080, 3.23122, -2.23359], [2.49393, -0.30073, 0.05395], [-2.20814, 7.01869, -1.89328], [-1.07767, 0.51343, -0.51852], [-3.86115, -1.05033, 2.14962], [5.44211, -0.35378, 1.41113]], "forces_ev_per_angstrom": [[0.191, -0.019, -0.014], [0.085, -0.140, 0.009], [-0.176, -0.064, -0.292], [-0.896, 0.228, -0.900], [0.572, 0.342, -0.251], [-0.270, -0.335, 0.060], [0.213, 0.078, 0.815], [-0.702, 0.148, 1.443], [0.340, -0.599, -0.207], [-0.002, 0.037, 0.078], [0.005, 0.038, -0.003], [0.032, -0.017, -0.065], [0.037, 0.006, 0.059], [1.046, 1.272, 0.158], [0.053, 0.008, -0.054], [0.104, -1.810, 0.401], [0.010, -0.022, 0.010], [0.011, -0.012, 0.041], [0.343, 1.728, 0.295], [0.250, -0.596, -0.048], [-0.078, -0.284, -0.264], [-0.465, -0.869, -0.320], [0.010, -0.010, -0.029], [-0.044, -0.016, 0.042], [0.321, 0.626, -0.082], [-0.017, -0.047, -0.013], [0.761, 0.194, -1.801], [0.008, 0.012, 0.010], [-0.079, 0.038, 0.048], [-0.032, -0.021, -0.067], [-0.043, -0.015, 0.032], [0.362, 0.146, 0.271], [-0.021, 0.004, -0.005], [0.018, -0.010, -0.085], [0.002, 0.011, 0.020], [0.026, -0.021, 0.050], [0.005, 0.012, 0.006], [0.007, 0.144, -0.270], [-0.043, -0.017, 0.022], [-0.062, 0.004, -0.053], [0.004, 0.014, -0.010], [0.023, -0.014, -0.047], [0.078, 0.077, 0.835], [-0.877, 0.388, 0.302], [-0.174, -0.411, 0.484], [-0.014, -0.033, -0.019], [-0.364, -1.110, 0.122], [0.225, 0.367, -0.269], [0.026, 0.003, 0.011], [0.007, 0.014, -0.010], [-0.058, 0.125, -0.292], [-0.001, 0.011, 0.004], [0.163, 0.448, 0.022], [-0.132, 0.396, 0.014], [-0.009, 0.018, 0.023], [-0.005, 0.038, 0.015], [-0.283, -0.013, 0.031], [0.010, -0.002, 0.007], [-0.075, 0.197, -0.155], [-0.028, 0.149, 0.024], [0.217, -0.038, 0.243], [-0.101, -0.230, 0.286], [-0.002, 0.006, -0.011], [-0.001, 0.011, -0.005], [0.018, -0.014, -0.003], [0.013, 0.007, 0.006], [-0.010, 0.017, -0.001], [0.016, -0.011, 0.017], [0.044, -0.103, -0.103], [-0.069, 0.101, -0.268], [-0.066, -0.264, -0.151], [-0.254, 0.025, -0.056], [-0.089, -0.203, 0.261], [0.077, 0.142, 0.295], [-0.002, 0.022, -0.008], [0.021, -0.003, 0.014], [-0.041, 0.066, -0.047], [0.015, 0.016, 0.282], [-0.121, -0.058, 0.208], [-0.007, 0.001, -0.046], [-0.004, 0.008, 0.009], [-0.030, -0.021, 0.021], [-0.049, -0.296, -0.313], [-0.016, -0.002, -0.002], [0.112, 0.234, -0.147], [0.034, 0.426, 0.067], [0.010, 0.005, 0.000], [0.020, 0.004, 0.007], [-0.010, 0.004, -0.007], [-0.373, -0.037, -0.018], [-0.201, -0.203, 0.031], [0.082, -0.099, 0.233], [0.186, -0.034, -0.375], [0.013, -0.001, -0.012], [0.097, 0.001, -0.416], [0.065, -0.327, -0.172], [0.007, 0.031, 0.042]], "lowdin_charge": [0.80, 0.67, 0.80, 0.90, -0.15, -0.12, -0.29, 0.12, -0.03, -0.01, -0.01, 0.00, 0.01, -0.23, 0.00, 0.03, -0.10, -0.14, -0.76, -0.21, -0.24, -0.82, -0.11, -0.14, -0.20, -0.14, -0.49, -0.11, -0.14, -0.15, -0.14, -0.27, -0.11, -0.12, -0.11, -0.15, -0.11, -0.07, -0.14, -0.14, -0.11, -0.12, -0.16, -0.78, 0.01, -0.14, -0.22, -0.09, -0.11, 0.11, 0.05, 0.09, 0.10, 0.12, 0.10, 0.08, 0.07, 0.09, 0.07, 0.04, 0.07, 0.07, 0.09, 0.09, 0.10, 0.09, 0.10, 0.10, 0.13, 0.04, 0.08, 0.12, 0.13, 0.01, 0.11, 0.08, 0.12, 0.12, 0.08, 0.10, 0.09, 0.14, 0.04, 0.11, 0.11, 0.10, 0.09, 0.11, 0.09, 0.06, 0.09, 0.03, 0.08, 0.10, 0.12, 0.13, 0.14]}


No. 2
{"formula": "C33H48BrN3P2SeTi", "method": "ωB97M-V with the def2-TZVPD basis set", "fmax_ev_per_a": 3.10, "lumo_energy_ev": [-5.096, -8.533], "spin_multiplicity": 3, "s_squared": 2.031, "e_homo_ev": [-11.91, -11.94], "total_charge": 2, "symbols": ["Br", "Se", "Ti", "P", "P", "N", "N", "N", "C", "C", "C", "C", "C", "C", "C", "C", "C", "C", "C", "C", "C", "C", "C", "C", "C", "C", "C", "C", "C", "C", "C", "C", "C", "C", "C", "C", "C", "C", "C", "C", "C", "H", "H", "H", "H", "H", "H", "H", "H", "H", "H", "H", "H", "H", "H", "H", "H", "H", "H", "H", "H", "H", "H", "H", "H", "H", "H", "H", "H", "H", "H", "H", "H", "H", "H", "H", "H", "H", "H", "H", "H", "H", "H", "H", "H", "H", "H", "H", "H"], "xyz": [[1.93516, 1.13956, 0.33885], [-1.77215, 0.13178, 2.37279], [-0.37319, 0.39621, 0.35000], [5.62830, -0.74115, -0.46229], [-0.72152, -1.84287, -0.52937], [-6.93775, 5.44479, -6.06725], [0.42812, 0.51998, 4.29389], [-1.16850, -0.71623, 5.11344], [-6.34565, 4.28022, -6.32560], [-6.74427, 6.04327, -4.89146], [-0.32285, 1.67855, -1.13057], [4.98349, -1.19183, -2.11537], [-2.37482, -1.50949, 5.31361], [1.85940, 0.22045, 7.74610], [-5.91461, 5.49490, -3.90387], [-3.59298, 2.55760, -3.45710], [5.51741, -1.92770, 1.98778], [5.23619, 1.03212, -0.29637], [0.57698, -2.30306, -1.74288], [-0.25929, -0.94530, 7.46313], [-0.19528, 1.46721, -2.48207], [-2.64617, 2.28362, -1.22134], [4.62082, -1.61115, 0.77883], [-2.32159, -2.07851, -1.36657], [5.84146, -2.31114, -2.72986], [-4.35541, 3.65179, -3.17185], [0.16035, -2.29436, -3.21262], [-5.51896, 3.64218, -5.39191], [-0.76566, -0.07027, 3.97752], [-3.52779, -1.73392, -0.48751], [-5.26300, 4.26094, -4.14527], [-2.55436, 2.04155, -2.59426], [-1.62312, -4.33435, 0.71379], [0.75876, 0.28665, 5.63412], [1.83555, 0.68265, 6.41840], [6.44361, 1.86073, -0.75319], [-1.38680, 1.50685, -3.20508], [-0.61180, -3.18491, 0.73715], [-0.24736, -0.50761, 6.14343], [0.82922, -0.58509, 8.26982], [-1.46620, 2.14349, -0.43609], [7.38085, 1.44887, -0.35381], [4.23194, -2.53520, 0.32120], [5.04521, -0.28226, -2.73461], [-4.16265, -0.98578, -0.97781], [-0.25782, -1.33173, -3.53313], [-3.58211, 2.65744, -0.79955], [-6.51824, 3.82721, -7.30405], [-1.41972, 1.26280, -4.27107], [-1.76947, -4.74929, -0.28962], [6.35016, 2.89321, -0.40330], [4.99770, 1.23111, 0.76028], [0.87835, -0.93125, 9.30529], [5.70731, -1.02769, 2.58498], [0.98709, 1.06709, 3.64431], [3.92518, -1.47916, -2.01463], [-4.15561, -2.62003, -0.33512], [2.59769, 1.33090, 5.98643], [6.49105, -2.32964, 1.67450], [-4.27533, 4.16765, -2.20015], [5.04734, -2.66978, 2.63999], [-2.34675, -3.13143, -1.70428], [-0.58297, -3.07344, -3.41821], [-2.11029, -2.55995, 5.50164], [6.91289, -2.08347, -2.63914], [-5.76625, 6.04401, -2.97957], [-1.35196, 2.64912, 0.53535], [-3.26183, -1.32632, 0.49915], [-2.31149, -1.43316, -2.26222], [-2.98470, -1.43890, 4.41012], [5.65558, -3.27876, -2.24713], [0.92514, -3.30562, -1.44796], [-1.09167, -1.54477, 7.82759], [3.78442, -0.94671, 1.04577], [-3.64864, 2.12764, -4.46328], [-1.25342, -5.15181, 1.35086], [5.61265, -2.41967, -3.79533], [-2.93382, -1.12507, 6.17932], [0.40402, -3.59383, 0.63868], [6.52371, 1.88413, -1.84619], [-7.25657, 6.99748, -4.73409], [4.33852, 1.24457, -0.89498], [-0.63913, -2.67630, 1.71314], [2.68340, 0.48963, 8.40320], [-2.61036, -4.04138, 1.09565], [-5.08290, 2.68593, -5.66086], [1.03533, -2.50375, -3.84141], [1.42124, -1.61727, -1.57494], [0.79322, 1.30645, -2.92384]], "forces_ev_per_angstrom": [[1.323, -0.476, 0.989], [-0.480, -0.034, 1.886], [1.990, 1.030, -0.150], [-2.960, 0.752, -0.508], [-0.363, -1.306, -0.354], [-0.272, 0.281, -0.223], [-0.487, -0.068, -0.400], [-0.031, 0.322, -0.801], [0.465, -0.086, 0.918], [0.457, -0.644, 0.040], [-0.820, 0.168, 1.406], [0.993, -0.101, -0.376], [-0.235, -0.092, -0.126], [-0.080, 0.162, -0.505], [0.204, -0.441, -0.353], [-1.248, 0.935, -0.485], [0.051, -0.121, 0.401], [1.037, 0.225, 0.502], [0.362, -0.181, -0.082], [0.264, -0.060, 0.343], [-0.787, -0.145, -0.664], [0.921, 0.354, 0.534], [0.753, -0.660, 0.206], [0.123, -0.160, -0.527], [-0.035, -0.226, -0.272], [0.715, -0.840, 0.031], [0.032, -0.077, -0.260], [-0.276, 0.624, 0.016], [0.660, -0.069, 1.261], [-0.540, 0.067, 0.106], [-0.913, 0.336, -0.920], [0.000, -0.237, 0.369], [-0.167, -0.200, 0.004], [0.256, 0.005, -0.196], [0.087, -0.115, 0.406], [0.216, 0.318, -0.102], [0.323, 0.875, 0.080], [0.252, 0.131, 0.516], [-0.259, -0.058, 0.038], [-0.421, -0.048, -0.607], [-1.255, 0.395, -2.133], [-0.219, 0.251, -0.073], [0.155, 0.310, 0.099], [-0.026, -0.263, 0.239], [0.179, -0.143, 0.109], [0.122, -0.186, 0.140], [0.372, 0.096, -0.168], [-0.049, 0.185, 0.265], [0.049, 0.207, 0.297], [0.100, 0.045, 0.160], [0.021, -0.183, -0.118], [0.081, -0.128, -0.327], [-0.041, 0.185, -0.407], [-0.020, -0.171, -0.124], [-0.355, -0.163, 0.117], [0.280, 0.135, 0.201], [0.172, 0.236, 0.105], [-0.040, -0.197, 0.361], [-0.301, 0.017, 0.131], [0.070, -0.306, -0.554], [0.059, 0.172, -0.094], [-0.115, 0.532, 0.011], [0.153, 0.194, 0.025], [-0.019, 0.336, -0.098], [-0.312, -0.072, -0.099], [0.036, -0.155, -0.002], [-0.294, -0.598, -0.037], [-0.064, -0.236, -0.255], [0.074, -0.323, 0.285], [0.030, -0.048, 0.238], [0.062, 0.221, -0.072], [-0.070, 0.245, -0.205], [0.300, 0.095, 0.074], [0.178, -0.050, -0.259], [0.036, 0.160, 0.408], [-0.145, 0.270, -0.193], [0.042, -0.027, 0.230], [0.178, -0.046, -0.365], [-0.163, 0.130, 0.027], [0.015, -0.021, 0.203], [0.185, -0.354, -0.038], [0.207, -0.323, 0.130], [-0.037, -0.247, -0.195], [-0.135, 0.024, -0.238], [0.305, 0.034, -0.124], [-0.078, 0.144, 0.070], [-0.225, 0.051, 0.105], [-0.176, -0.111, -0.051], [-0.435, -0.459, 0.063]], "mulliken_spin": [0.00, 0.01, 1.11, 0.67, -0.07, 0.00, 0.00, 0.00, 0.00, 0.00, -0.14, 0.05, 0.00, 0.00, 0.00, -0.01, 0.02, 0.05, 0.00, 0.00, 0.06, 0.04, 0.06, 0.02, 0.01, 0.00, 0.00, 0.00, 0.00, 0.02, 0.00, -0.01, 0.00, 0.00, 0.00, 0.02, 0.00, 0.02, 0.00, 0.00, -0.05, 0.00, -0.01, -0.01, 0.00, 0.00, 0.00, 0.00, 0.00, 0.00, 0.00, 0.00, 0.00, 0.00, 0.01, 0.05, 0.00, 0.00, 0.00, 0.00, 0.00, 0.00, 0.00, 0.00, 0.00, 0.00, 0.01, 0.00, -0.01, 0.00, 0.00, 0.00, 0.00, 0.04, 0.00, 0.00, 0.00, 0.00, 0.00, 0.00, 0.00, 0.04, -0.01, 0.00, 0.00, 0.00, 0.00, 0.00, -0.01]}


| no. | electronic energy (Eh) |
| --- | --- |
| 1 | -5819.40711 |
| 2 | -7957.57228 |